1.
{
  "formula": "C29H33FeN4O3PS5",
  "method": "ωB97M-V/def2-TZVPD",
  "energy_ev": -140563.3534,
  "homo_lumo_gap_ev": [5.60, 6.12],
  "multiplicity": 5,
  "relative_energy_kcal_mol": 70.1,
  "charge": 0,
  "homo_ha": [-0.2514, -0.2656],
  "species": ["Fe", "C", "C", "N", "C", "C", "S", "C", "C", "N", "H", "H", "H", "H", "H", "H", "H", "H", "H", "H", "H", "H", "H", "H", "O", "C", "C", "C", "C", "C", "C", "C", "O", "N", "N", "C", "S", "C", "C", "S", "H", "H", "H", "H", "H", "H", "H", "H", "H", "S", "P", "S", "C", "C", "C", "C", "C", "C", "C", "C", "C", "C", "C", "C", "H", "H", "H", "H", "H", "H", "H", "H", "H", "H", "O", "C"],
  "positions_angstrom": [[-0.1266, 0.4122, 0.5031], [0.5832, 3.4596, 2.2388], [-0.0802, 2.4907, 3.2277], [0.1465, 1.1021, 2.8482], [1.3603, 0.4579, 3.3242], [2.6308, 0.8729, 2.5862], [2.5236, 0.8282, 0.7466], [2.7450, 2.5829, 0.2614], [1.4405, 3.3092, -0.0648], [0.3823, 2.9819, 0.8783], [1.6515, 3.5059, 2.4335], [0.1880, 4.4736, 2.3936], [-1.1571, 2.6586, 3.2093], [0.2851, 2.7065, 4.2420], [-0.6393, 0.5499, 3.1817], [1.2162, -0.6171, 3.1899], [1.5332, 0.6491, 4.3956], [3.4259, 0.1731, 2.8470], [2.9502, 1.8737, 2.8660], [3.3637, 2.5500, -0.6351], [3.3077, 3.0711, 1.0558], [1.0968, 2.9762, -1.0469], [1.6533, 4.3924, -0.1106], [-0.5042, 3.3220, 0.5226], [0.0959, 0.6059, -3.7015], [-0.9310, 1.3837, -4.0896], [-1.1255, 1.5429, -5.4620], [-2.1413, 2.3356, -5.9474], [-2.9786, 2.9995, -5.0588], [-2.8165, 2.8381, -3.6972], [-1.8023, 2.0241, -3.1870], [-1.6800, 1.7722, -1.7352], [-0.5854, 1.2252, -1.3003], [-2.6990, 2.1134, -0.9997], [-2.7453, 1.6887, 0.3048], [-3.6697, 2.2526, 1.1611], [-3.9610, 1.5090, 2.7133], [-4.8807, 2.9699, 3.3936], [-4.6892, 4.1652, 2.4895], [-4.6937, 3.5739, 0.7373], [0.0990, 0.5977, -2.7185], [-0.4487, 1.0246, -6.1218], [-2.2817, 2.4382, -7.0149], [-3.7594, 3.6395, -5.4371], [-3.4697, 3.3382, -2.9981], [-4.4801, 3.1633, 4.3871], [-5.9259, 2.6717, 3.4797], [-3.7223, 4.6343, 2.6771], [-5.4867, 4.8970, 2.5937], [0.8356, -4.1079, 2.7155], [1.0864, -3.6094, 0.8373], [0.3204, -1.7854, 0.3307], [2.8549, -3.7068, 0.3634], [3.4667, -4.9474, 0.4974], [4.8062, -5.0872, 0.1919], [5.5371, -3.9913, -0.2427], [4.9249, -2.7567, -0.3711], [3.5824, -2.6089, -0.0670], [0.2656, -4.6935, -0.3763], [-0.5596, -5.7302, 0.0279], [-1.2427, -6.4622, -0.9274], [-1.1096, -6.1488, -2.2703], [-0.2756, -5.1133, -2.6686], [0.4162, -4.3848, -1.7233], [2.8850, -5.7918, 0.8451], [5.2802, -6.0518, 0.2932], [6.5852, -4.1058, -0.4793], [5.4930, -1.9038, -0.7125], [3.0974, -1.6478, -0.1708], [-0.6630, -5.9484, 1.0830], [-1.8927, -7.2684, -0.6204], [-1.6615, -6.7077, -3.0114], [-0.1786, -4.8635, -3.7152], [1.0590, -3.5634, -2.0130], [-2.1686, 0.0610, 1.8076], [-1.9433, 0.7381, 0.8125]],
  "atomic_forces_ev_per_a": [[2.37, 1.10, 0.26], [-0.10, -0.22, 0.06], [0.33, 0.10, -0.25], [-0.15, -0.51, 0.23], [0.23, -0.04, 0.05], [-0.08, -0.08, -0.38], [0.13, 0.35, -0.03], [-0.10, -0.38, 0.17], [0.02, 0.05, -0.07], [-0.24, 0.26, -0.22], [0.08, 0.04, 0.02], [0.08, -0.08, 0.01], [-0.11, -0.02, 0.05], [-0.11, -0.01, -0.01], [0.09, 0.03, -0.19], [0.01, 0.02, 0.05], [0.00, -0.06, -0.05], [-0.02, 0.10, 0.06], [0.10, 0.04, 0.00], [0.09, 0.12, 0.09], [0.09, 0.04, -0.07], [0.02, 0.13, 0.06], [-0.04, -0.17, -0.07], [0.03, -0.02, -0.09], [-0.05, -0.04, -0.05], [0.03, 0.10, 0.16], [0.09, -0.05, -0.04], [0.13, -0.09, 0.19], [-0.22, 0.19, 0.11], [0.10, -0.07, -0.17], [0.14, -0.03, -0.11], [1.06, -0.53, 0.58], [0.05, 0.35, -1.26], [-1.07, 0.45, -0.18], [-3.74, 2.10, 1.42], [0.71, -1.41, -0.95], [0.14, 0.74, 0.10], [-0.07, -0.46, -0.25], [-0.04, -0.20, -0.42], [0.70, 0.37, 0.37], [-0.01, 0.04, -0.09], [0.08, -0.08, -0.10], [0.01, 0.03, -0.02], [-0.13, 0.07, -0.01], [-0.07, 0.00, 0.02], [-0.02, -0.03, 0.02], [0.00, 0.09, -0.03], [-0.11, 0.07, -0.09], [0.01, 0.04, -0.01], [0.05, -0.14, -0.14], [-0.05, 0.34, 0.42], [0.14, -1.08, -0.46], [-0.49, 0.16, 0.10], [-0.05, 0.00, -0.03], [0.02, -0.09, 0.00], [0.07, 0.00, -0.01], [0.17, 0.05, -0.03], [-0.17, -0.05, -0.02], [0.13, 0.23, 0.30], [0.16, 0.09, 0.09], [-0.12, -0.09, -0.12], [-0.04, -0.05, 0.02], [-0.01, 0.00, -0.14], [0.04, -0.07, 0.06], [0.03, -0.04, 0.03], [0.07, -0.09, 0.01], [0.08, 0.01, -0.03], [0.06, 0.08, -0.03], [-0.03, -0.04, -0.02], [0.00, 0.03, 0.04], [-0.06, -0.08, 0.01], [-0.04, -0.07, -0.07], [0.01, -0.02, -0.09], [-0.02, 0.02, -0.07], [-2.14, 0.26, 0.41], [1.71, -1.78, 0.88]],
  "mulliken_spin": [3.63, 0.00, 0.00, 0.04, -0.01, 0.01, 0.02, 0.00, 0.00, 0.03, 0.00, 0.00, 0.00, 0.00, 0.00, 0.00, 0.00, 0.00, 0.00, 0.00, 0.00, 0.00, 0.00, 0.00, 0.00, 0.00, 0.00, 0.00, 0.00, 0.00, 0.02, -0.01, 0.05, 0.00, -0.04, 0.11, 0.02, 0.01, 0.01, 0.01, 0.00, 0.00, 0.00, 0.00, 0.00, 0.00, 0.00, 0.00, 0.00, 0.01, 0.02, 0.07, 0.00, 0.00, 0.00, 0.00, 0.00, 0.00, 0.00, 0.00, 0.00, 0.00, 0.00, 0.00, 0.00, 0.00, 0.00, 0.00, 0.00, 0.00, 0.00, 0.00, 0.00, 0.00, -0.04, 0.03]
}



2.
{
  "formula": "C3H12N4",
  "method": "ωB97M-V/def2-TZVPD",
  "energy_ev": -9247.4346,
  "homo_lumo_gap_ev": 11.69,
  "smiles": "[H]/N=C(\\N[NH3+])[C@H](C)[NH3+]",
  "relative_energy_kcal_mol": 59.8,
  "charge": 2,
  "homo_ha": -0.7041,
  "species": ["H", "N", "C", "N", "N", "C", "C", "N", "H", "H", "H", "H", "H", "H", "H", "H", "H", "H", "H"],
  "positions_angstrom": [[1.0915, -2.1436, 0.7512], [0.3637, -1.5314, 0.4174], [0.4694, -0.3705, -0.0162], [1.4929, 0.4582, -0.2983], [2.8664, 0.0694, -0.1363], [-1.2201, 0.2254, -0.4505], [-1.5591, 1.3692, 0.4688], [-1.9938, -0.9743, -0.1694], [1.3296, 1.4003, -0.6371], [2.9679, -0.9541, -0.2933], [3.2501, 0.2883, 0.8087], [3.4674, 0.5433, -0.8373], [-1.1869, 0.4829, -1.5047], [-1.4789, 1.0689, 1.5123], [-0.9131, 2.2266, 0.3092], [-2.5773, 1.7061, 0.2859], [-1.2188, -1.6536, 0.2244], [-2.4452, -1.3893, -0.9901], [-2.7058, -0.8218, 0.5554]],
  "atomic_forces_ev_per_a": [[0.32, -0.02, 0.09], [0.28, -0.53, 0.30], [-3.56, 0.34, -1.03], [0.70, 0.48, -0.14], [0.00, -0.11, 0.22], [3.21, 0.11, 0.84], [-0.21, 0.00, -0.01], [-0.14, -0.45, 0.14], [0.28, -0.15, 0.07], [-0.08, 0.45, -0.01], [-0.31, -0.05, -0.39], [-0.31, -0.14, 0.17], [-0.16, -0.17, -0.04], [0.01, -0.02, 0.09], [0.09, 0.08, -0.07], [-0.12, 0.07, -0.03], [-0.27, 0.08, -0.13], [0.10, 0.05, 0.11], [0.14, -0.03, -0.20]],
  "nbo_charge": [0.41, -0.73, 0.46, -0.45, -0.51, -0.02, -0.66, -0.73, 0.45, 0.46, 0.46, 0.48, 0.25, 0.24, 0.25, 0.27, 0.47, 0.46, 0.45]
}